(1)
10
Properties=species:S:1:pos:R:3:forces:R:3:lowdin_charge:R:1 method="wB97M-V/def2-TZVPD" smiles="C=CCO" e_lumo_ev=1.0 e_above_lowest_kj_mol=140.6 gap_ev=10.71
C 0.3602 0.5745 -0.3730 -1.1635 -0.2921 0.9273 -0.27
C 0.5560 -1.4052 1.1407 -1.2418 1.2525 0.4019 -0.01
H 1.0439 0.0187 -1.0025 0.3808 0.2271 -0.1703 0.11
H -0.4896 1.1421 -2.0547 -0.0319 0.0248 0.2735 0.08
H 1.6294 -1.3816 1.0221 0.1158 -0.2857 0.2927 0.06
O -0.7181 1.1226 -1.1178 -0.1299 -0.0456 -0.5650 -0.08
H 0.8196 1.3914 0.1601 0.6750 0.2410 0.0698 0.11
H 0.0073 -2.1147 1.7500 0.6665 -0.4232 -0.0440 0.05
H -1.2640 -0.6431 0.5170 -0.1951 0.6773 0.6621 0.10
C -0.2066 -0.4231 0.6408 0.9240 -1.3760 -1.8480 -0.15



(2)
9
Properties=species:S:1:pos:R:3:forces:R:3:lowdin_charge:R:1 method="wB97M-V/def2-TZVPD" e_lumo_ev=-19.2 total_charge=+3 gap_ev=6.33
O -0.4948 0.2197 -2.9113 -0.3584 0.8662 2.0177 0.01
O -0.5623 1.6291 -0.8478 -0.4629 2.2562 1.0114 -0.50
S -0.4124 0.3326 -1.4961 1.2649 -5.0877 -4.1711 0.93
O 1.7799 -1.3741 1.0151 -2.0381 1.2462 -0.4145 -0.05
S 0.3928 -1.0949 0.8742 1.3111 -7.5057 0.5719 0.74
F 0.2648 0.5166 1.4948 0.0529 2.0904 1.3116 -0.43
O -0.6844 -1.7659 1.5155 1.1857 1.7597 -0.9769 -0.06
N 0.0440 -0.8689 -0.7153 -0.5113 1.8247 -0.1463 -0.17
Bi -0.3277 2.4059 1.0710 -0.4439 2.5501 0.7962 2.53



(3)
26
Properties=species:S:1:pos:R:3:forces:R:3:lowdin_charge:R:1 method="wB97M-V/def2-TZVPD" e_lumo_ev=2.4 total_charge=-1 e_above_lowest_kj_mol=66.7 gap_ev=3.03
H 2.0390 -1.3708 5.9012 -0.0368 0.1079 -0.1163 0.08
Ba 0.0825 0.0982 -0.0300 2.6953 2.4378 1.2655 0.76
C 1.8315 -0.6402 5.1228 0.0050 0.0734 -0.0609 -0.13
H 1.5146 0.8014 -1.4887 1.3483 1.3848 -1.2369 -0.16
N -0.7905 -1.6118 1.2393 -0.4015 -1.3418 1.9462 -0.29
H -0.3036 -0.6893 5.4284 0.1921 0.1237 -0.1682 0.09
C 0.5155 -0.2535 4.8519 0.3367 -0.2227 0.1938 -0.13
H 3.9080 -0.3861 4.5930 -0.2260 0.0841 -0.0801 0.09
H -1.2000 -1.1305 2.0187 -0.5294 -0.0319 0.7348 0.00
S 0.9524 2.4035 1.8383 -0.0335 0.5483 -0.3977 0.31
C 0.2472 0.6757 3.8595 0.3501 0.2362 -0.4199 -0.18
H 0.9047 2.4870 -1.1764 0.2868 -0.3542 -1.0399 -0.02
H 1.4175 1.8169 -2.9305 -0.6416 0.3704 0.9020 0.03
H -1.5934 0.6898 -2.2204 -0.1794 0.2012 -0.3719 0.00
C 2.8814 -0.0828 4.3824 -0.3317 -0.1290 0.1894 -0.13
H 0.0218 -2.1314 1.5148 0.3932 -0.8185 0.3603 0.00
H -1.8092 -0.9173 -2.0049 -0.1494 -0.6465 -0.3545 -0.02
H 3.4388 1.2766 2.8103 -0.2052 -0.0532 0.0912 0.09
H -0.7807 0.9755 3.6502 0.2465 0.0107 0.0548 0.08
C 1.2926 1.2620 3.0901 0.1455 -0.7951 0.7221 -0.84
H -2.6185 0.1599 -1.0558 -0.5753 0.0288 0.1014 0.00
C 1.5667 1.8586 -1.8266 0.6059 -0.1772 -0.5192 -0.20
N -1.7386 -0.0328 -1.5184 -1.6678 0.2788 -1.5273 -0.30
H -1.4388 -2.1425 0.7233 -1.0973 -1.1776 -0.5173 -0.02
H 2.5863 2.2442 -1.7241 -0.0834 -0.2262 0.3539 0.03
C 2.6206 0.8476 3.3868 -0.4473 0.0877 -0.1050 -0.16



(4)
15
Properties=species:S:1:pos:R:3:forces:R:3:lowdin_charge:R:1 method="wB97M-V/def2-TZVPD" smiles="CCCC(=O)C(=O)[O-]" e_lumo_ev=3.8 total_charge=-1 e_above_lowest_kj_mol=61.4 gap_ev=7.94
H -1.7961 0.5721 0.6100 0.1554 0.4818 -0.1498 0.09
H -0.8771 -1.3185 -0.6003 -0.2852 -0.0847 -1.9851 0.05
C -1.3124 -1.4236 0.3493 0.5195 -0.5667 0.4968 -0.14
C 0.3970 0.3735 0.6284 1.4701 0.1176 0.9920 -0.13
H -0.6409 -2.1685 0.7610 -0.3719 -0.6140 0.5946 0.07
O -0.4208 1.4066 -1.3239 1.1849 0.0143 0.2230 0.04
O 2.8963 0.6434 -0.8246 -0.1017 -0.3113 1.5308 -0.07
H -1.2846 -0.1867 2.0991 0.8473 0.2779 -0.9863 0.11
H 1.2032 -0.4323 0.8631 -1.3424 1.4866 -0.3720 0.13
C 1.9303 0.9264 -1.5708 3.0060 -0.2223 -0.0438 -0.71
H 0.6161 1.2849 1.2513 0.1363 -0.9284 -0.1955 0.12
O 2.0937 1.1458 -2.7763 -1.9506 0.3496 -0.5788 -0.04
H -2.3675 -1.6786 0.3575 0.0725 -0.4193 -0.1740 0.07
C 0.6110 0.9722 -0.8139 -3.6280 -0.6357 -0.2978 -0.29
C -1.0483 -0.1167 0.9901 0.2880 1.0547 0.9458 -0.30



(5)
7
Properties=species:S:1:pos:R:3:forces:R:3:lowdin_charge:R:1 method="wB97M-V/def2-TZVPD" e_lumo_ev="-16.0 / -16.3" total_charge=+3 multiplicity=8 e_above_lowest_kj_mol=216.0 s2=16.162 gap_ev="8.01 / 7.75"
C -2.7416 0.1631 0.1889 1.9639 0.9628 -1.8158 0.16
O -0.2867 0.4074 -0.0400 1.5446 0.9654 0.3744 0.11
Eu 3.2262 -0.2662 -0.1486 0.2844 -0.1382 -0.0468 1.97
C -1.4847 0.1796 0.0499 -3.1577 -0.7144 0.9519 0.13
O 0.5502 -0.5993 -0.1262 0.6263 -0.5388 -0.2286 -0.06
O -3.8835 0.2803 -0.1906 -1.0471 -0.7467 0.8435 0.42
H -4.3409 1.1551 -0.0761 -0.2144 0.2099 -0.0786 0.27



(6)
10
Properties=species:S:1:pos:R:3:forces:R:3:lowdin_charge:R:1 method="wB97M-V/def2-TZVPD" e_lumo_ev="0.9 / -1.7" multiplicity=3 e_above_lowest_kj_mol=0.0 s2=2.011 gap_ev="8.50 / 7.61"
H 2.3636 0.2543 -0.2862 0.7747 0.4120 -0.3533 -0.20
H -2.6622 -0.0852 0.8167 -1.2978 1.3876 -0.4421 -0.20
H -0.4408 2.1546 1.0410 -2.2867 1.9121 0.5500 -0.08
P 0.0326 0.3361 0.0043 -0.9292 -1.1942 0.3258 0.16
H 0.5153 0.4539 -2.7422 0.0887 0.0335 -0.3008 0.04
H 1.4099 -1.3814 -1.1022 0.9456 0.1207 1.3258 -0.15
P 1.8409 -0.9011 0.2711 -1.3623 -0.7889 -1.5490 0.49
P -1.5738 -0.8287 1.0651 1.8670 -0.0971 2.3312 0.53
N 0.3013 1.5575 0.9368 2.7308 0.0423 0.2641 -0.36
H -1.7868 -1.5601 -0.0043 -0.5309 -1.8280 -2.1516 -0.23